{"formula": "C17H28Cl18F2I2NO5P", "method": "the ωB97M-V functional and the def2-TZVPD basis", "spin_multiplicity": 1, "total_charge": 0, "homo_lumo_gap_ev": 6.92, "symbols": ["C", "C", "F", "C", "I", "C", "F", "I", "O", "C", "O", "C", "C", "C", "O", "P", "N", "O", "O", "H", "H", "H", "H", "H", "H", "H", "H", "H", "H", "C", "Cl", "Cl", "H", "H", "C", "Cl", "Cl", "H", "H", "C", "Cl", "Cl", "H", "H", "C", "Cl", "Cl", "H", "H", "C", "Cl", "Cl", "H", "H", "C", "Cl", "Cl", "H", "H", "C", "Cl", "Cl", "H", "H", "C", "Cl", "Cl", "H", "H", "C", "Cl", "Cl", "H", "H"], "positions_angstrom": [[4.434061, -2.345039, 1.022865], [3.777662, -2.890560, -0.393835], [3.565843, -4.376877, -0.367240], [2.478076, -2.040164, -0.910916], [3.255160, 0.045469, -0.724757], [2.248900, -2.126989, -2.534017], [3.374705, -2.470886, -3.431005], [1.713644, -0.078378, -3.225362], [0.945182, -2.828386, -2.705251], [0.105785, -2.297129, -1.589748], [-1.159835, -1.927355, -1.798809], [1.018951, -2.226194, -0.189718], [0.613479, -3.648437, 0.517060], [1.115646, -3.687100, 2.082766], [1.910931, -4.698636, 2.451583], [0.181092, -0.756149, 0.712691], [-1.271888, -1.319797, 1.254136], [-0.169867, 0.615671, -0.289394], [1.036806, -0.194258, 2.123647], [4.882403, -3.272534, 1.610024], [5.368359, -1.634080, 0.805183], [3.679336, -1.783208, 1.715764], [4.630377, -2.723004, -1.216229], [1.022523, -4.565440, -0.128116], [-0.573200, -3.765539, 0.483772], [0.812442, -2.840423, 2.833587], [-2.037309, -0.727021, 0.816407], [-1.073802, 0.521713, -0.733153], [1.819129, -0.788819, 2.268889], [-1.281349, 4.036521, 0.106963], [-2.504567, 2.938203, 0.757037], [-0.811698, 3.567518, -1.531456], [-1.689432, 5.049920, 0.083831], [-0.399500, 4.008509, 0.751601], [-0.980393, -4.351088, 5.115004], [0.130136, -3.772794, 6.362988], [-1.069767, -3.212353, 3.765839], [-0.626738, -5.315935, 4.743464], [-1.976075, -4.465802, 5.550271], [-3.751863, 6.175294, 2.143262], [-2.743104, 5.211421, 3.228857], [-2.776928, 6.947018, 0.886721], [-4.489950, 5.522807, 1.670470], [-4.260993, 6.948564, 2.723642], [-3.317088, -5.601409, 0.209573], [-1.708998, -6.287277, -0.052712], [-3.213076, -3.908241, 0.706880], [-3.886892, -5.664698, -0.720676], [-3.823694, -6.171544, 0.992067], [4.366011, 3.767304, 1.506517], [3.142792, 2.668986, 2.156591], [4.835662, 3.298301, -0.131902], [3.957928, 4.780703, 1.483385], [5.247859, 3.739292, 2.151154], [2.163821, 5.366932, -1.921436], [2.226044, 6.171609, -0.348609], [2.724343, 6.441512, -3.208311], [2.803382, 4.481366, -1.893523], [1.132662, 5.070943, -2.129043], [-4.436179, -9.251712, -0.802792], [-4.373956, -8.447035, 0.770035], [-3.875657, -8.177132, -2.089667], [-3.796618, -10.137278, -0.774879], [-5.467338, -9.547701, -1.010399], [-3.414633, 2.220026, -4.165007], [-2.405875, 1.256153, -3.079412], [-2.439698, 2.991750, -5.421548], [-4.152720, 1.567539, -4.637799], [-3.923763, 2.993295, -3.584627], [0.688622, 9.700400, -2.091268], [-0.534596, 8.602082, -1.441194], [1.158273, 9.231397, -3.729686], [0.280540, 10.713799, -2.114399], [1.570471, 9.672389, -1.446630]], "forces_ev_per_angstrom": [[0.753, -0.923, 0.304], [1.548, 0.000, -0.413], [0.011, 3.360, 0.044], [1.601, -0.448, 0.197], [1.340, -0.793, 3.010], [-1.099, 1.149, -0.470], [-3.353, -0.303, 3.009], [-1.427, -0.913, -2.977], [0.836, 1.344, 2.142], [-5.298, 1.704, -1.724], [8.798, -2.905, 1.264], [-0.635, -0.316, -2.889], [-0.451, -0.626, 0.421], [4.202, -4.642, -0.067], [-4.767, 5.914, -1.791], [-5.227, 1.413, 2.183], [2.305, 1.634, -1.679], [0.772, -2.145, 0.934], [0.067, -1.825, -3.157], [-1.194, 1.804, -1.281], [-2.375, -1.512, 0.341], [1.417, -1.150, -1.370], [-2.110, -0.530, 1.695], [-0.441, 2.170, 1.714], [2.575, 0.708, 0.247], [1.044, -1.504, -1.796], [1.232, -1.031, 0.782], [1.681, -0.272, 1.013], [-0.665, 0.895, -0.172], [0.306, 0.330, 0.240], [-0.080, -0.096, -0.112], [0.060, 0.213, 0.056], [0.140, -0.559, -0.107], [-0.205, -0.156, -0.175], [-0.144, -0.342, -0.023], [-0.007, -0.082, 0.078], [-1.277, -0.060, 0.576], [0.046, 0.306, 0.057], [0.273, 0.162, -0.096], [-0.401, -0.104, 0.175], [-0.110, 0.175, 0.155], [-0.230, 0.427, 0.017], [0.316, 0.092, 0.058], [0.271, -0.151, -0.155], [-0.442, 0.185, 0.104], [0.047, -0.086, 0.020], [0.009, 0.002, -0.035], [0.246, 0.014, 0.219], [0.378, 0.463, -0.286], [0.046, 0.305, 0.422], [-0.007, 0.093, 0.024], [0.085, 0.056, -0.117], [0.023, -0.336, -0.142], [-0.207, -0.139, -0.241], [-0.082, -0.432, -0.359], [-0.061, -0.063, 0.172], [0.132, -0.311, 0.073], [-0.079, 0.311, 0.086], [0.333, 0.279, 0.113], [-0.105, -0.370, -0.152], [-0.257, -0.677, 0.122], [-0.094, -0.177, -0.137], [-0.070, 0.339, 0.032], [0.259, 0.211, 0.082], [-0.382, 0.087, 0.069], [-0.211, -0.384, -0.207], [-0.083, 0.031, -0.001], [0.318, 0.104, 0.091], [0.267, -0.154, -0.113], [0.216, 0.283, 0.099], [-0.037, 0.031, 0.082], [-0.128, 0.411, -0.029], [0.012, -0.337, -0.059], [-0.224, -0.154, -0.191]]}



{"formula": "C17H28ClOPRe", "method": "the ωB97M-V functional and the def2-TZVPD basis", "spin_multiplicity": 4, "s_squared": 3.774, "total_charge": 2, "homo_lumo_gap_ev": [4.49, 7.67], "symbols": ["C", "C", "C", "C", "Cl", "H", "H", "H", "H", "H", "H", "H", "H", "H", "C", "C", "C", "H", "C", "C", "H", "H", "H", "H", "C", "C", "C", "H", "C", "C", "H", "H", "H", "H", "Re", "C", "P", "C", "C", "O", "H", "H", "H", "H", "H", "H", "H", "H", "H"], "positions_angstrom": [[-2.806463, -1.151159, -3.600953], [-4.160611, -0.931274, -3.002421], [-2.388859, -0.166178, -4.645867], [-2.460627, -2.577568, -3.894740], [-1.091081, -0.636182, -1.312316], [-3.017459, -0.331676, -5.551333], [-1.335376, -0.289245, -4.930864], [-2.517996, 0.873862, -4.321042], [-4.927943, -1.203951, -3.761735], [-4.304877, 0.111867, -2.686054], [-4.288000, -1.538010, -2.099261], [-3.129892, -2.937275, -4.708012], [-2.567563, -3.190559, -2.991875], [-1.403253, -2.675018, -4.189692], [0.264901, 2.617372, 1.176235], [0.635579, 2.599400, -0.196917], [-0.407771, 1.915754, -0.914634], [1.492256, 3.099060, -0.661403], [-1.414024, 1.483328, 0.091282], [-0.971157, 1.924301, 1.348217], [-1.523061, 1.798997, 2.266461], [0.830071, 3.097618, 1.972554], [-0.512960, 1.867695, -1.997427], [-2.339986, 0.971923, -0.125502], [2.009118, -1.400904, 0.191189], [2.774125, -0.189166, 0.218402], [2.483629, 0.563108, -0.945798], [3.619306, 0.004112, 0.885266], [1.507373, -0.129269, -1.714268], [1.227889, -1.401025, -1.008111], [0.470309, -2.142413, -1.229421], [2.026558, -2.195428, 0.909263], [3.007390, 1.469412, -1.254796], [1.086715, 0.188480, -2.676935], [0.481554, 0.327928, 0.002793], [2.087100, 1.651028, 3.766574], [1.377894, -0.017705, 3.512889], [2.798387, -1.162574, 3.470462], [0.291560, -0.425991, 4.905741], [0.653211, -0.157326, 2.159590], [2.765821, 1.702891, 4.623801], [1.308351, 2.380491, 3.942235], [2.669135, 1.994773, 2.870096], [3.104363, -1.316431, 4.512836], [2.614660, -2.156081, 3.064210], [3.705959, -0.797452, 2.942828], [-0.415596, 0.399936, 5.116026], [-0.273258, -1.355539, 4.699586], [0.964599, -0.567938, 5.772843]], "forces_ev_per_angstrom": [[-0.559, -0.150, -0.680], [0.278, 0.215, 0.431], [0.278, 0.167, 0.156], [0.560, 0.155, 0.471], [-3.310, -1.507, -1.558], [0.365, 0.185, 0.361], [-0.236, -0.102, -0.103], [-0.180, -0.157, -0.110], [0.216, 0.168, 0.511], [-0.095, -0.171, -0.343], [-0.213, -0.154, -0.286], [0.440, -0.070, 0.425], [-0.345, -0.107, -0.304], [-0.411, -0.005, -0.273], [-0.483, -0.382, 0.397], [-0.765, 0.231, -0.362], [-1.414, 2.027, -0.268], [-0.467, -0.263, 0.375], [0.377, 1.270, -0.792], [0.446, 1.140, -0.062], [0.190, -0.124, 0.075], [-0.109, -0.285, -0.321], [-0.120, 0.192, 0.410], [0.102, 0.340, 0.141], [0.650, 0.160, -1.399], [0.383, -1.062, -0.282], [0.921, -0.247, -0.686], [-0.811, 0.304, 0.087], [0.905, -1.377, -1.567], [1.852, -0.372, 0.133], [0.947, -0.129, -0.330], [-0.088, -0.046, 0.200], [-0.405, -0.251, 0.244], [0.444, -0.329, 0.481], [0.735, 0.910, 3.952], [0.508, -0.102, -0.601], [0.535, -0.344, -0.785], [0.705, 0.192, 0.679], [0.310, 0.064, -0.069], [-0.319, 0.410, 0.871], [-0.115, -0.278, -0.045], [-0.324, 0.088, 0.129], [-0.476, -0.560, 0.700], [0.093, -0.011, -0.121], [-0.549, 0.080, 0.065], [-0.747, 0.213, 0.344], [0.412, -0.412, -0.156], [0.387, 0.461, 0.087], [-0.497, 0.026, -0.222]]}



{"formula": "C17H28CrN7SSe", "method": "the ωB97M-V functional and the def2-TZVPD basis", "spin_multiplicity": 5, "s_squared": 6.026, "total_charge": 1, "homo_lumo_gap_ev": [7.08, 7.16], "symbols": ["Cr", "C", "N", "C", "C", "N", "N", "C", "N", "N", "H", "H", "H", "H", "H", "H", "H", "H", "H", "H", "H", "C", "N", "C", "C", "N", "C", "S", "H", "H", "H", "H", "H", "H", "C", "C", "C", "C", "C", "C", "Se", "C", "C", "C", "H", "H", "H", "H", "H", "H", "H", "H", "H", "H", "H"], "positions_angstrom": [[1.334930, 0.629551, 1.090223], [-0.164878, 5.938932, 0.958907], [0.667554, 4.882114, 0.403073], [1.155557, 5.008112, -0.966061], [0.822260, 3.688444, 1.021442], [1.381063, 2.652341, 0.496445], [0.313763, 3.628189, 2.316462], [0.631111, 2.693766, 3.282562], [0.371202, 3.104017, 4.547083], [1.098336, 1.532406, 2.983643], [-0.258565, 6.726948, 0.219710], [0.284665, 6.386746, 1.849843], [-1.175056, 5.587167, 1.186200], [1.052517, 6.041678, -1.278624], [0.592015, 4.374117, -1.655812], [2.214359, 4.750744, -1.021012], [1.678270, 2.806471, -0.456084], [-0.136116, 4.461151, 2.651329], [0.124006, 4.050739, 4.767922], [0.503374, 2.469961, 5.314018], [1.329618, 0.982678, 3.802301], [3.437520, -2.796661, -0.474814], [2.111782, -3.122196, 0.025611], [1.218346, -3.993084, -0.568491], [0.068204, -3.934506, 0.132181], [0.275611, -3.018144, 1.136593], [1.522344, -2.515918, 1.064468], [2.238337, -1.409976, 2.176419], [3.673069, -3.488804, -1.277926], [4.164517, -2.894835, 0.327373], [3.424624, -1.775022, -0.854431], [1.480021, -4.551051, -1.448415], [-0.884647, -4.401846, -0.031608], [-0.370786, -2.768266, 1.863706], [-3.956894, -3.839362, -1.882101], [-2.791369, -2.906532, -1.720439], [-1.666980, -3.003622, -2.525184], [-0.586363, -2.139320, -2.395348], [0.586060, -2.327572, -3.315411], [-0.615190, -1.122225, -1.424563], [0.917586, 0.045161, -1.341566], [-1.759003, -0.993229, -0.622629], [-1.968006, 0.110473, 0.378417], [-2.811700, -1.890597, -0.774796], [-3.698280, -4.689352, -2.511909], [-4.802740, -3.329362, -2.346357], [-4.298774, -4.221926, -0.919492], [-1.621103, -3.781165, -3.279843], [0.509427, -3.278442, -3.842385], [1.531932, -2.291645, -2.772575], [0.634706, -1.531389, -4.061196], [-1.034143, 0.532616, 0.753154], [-2.545491, -0.237879, 1.235347], [-2.514834, 0.943145, -0.070169], [-3.687770, -1.773738, -0.145189]], "forces_ev_per_angstrom": [[0.152, 0.482, 0.099], [0.009, 0.047, 0.055], [0.015, -0.107, -0.055], [-0.018, -0.030, -0.016], [-0.078, 0.027, -0.003], [-0.013, -0.271, 0.089], [0.075, 0.094, 0.059], [-0.034, -0.003, 0.041], [-0.033, -0.044, -0.067], [0.111, -0.208, -0.149], [-0.009, 0.009, 0.006], [-0.013, -0.009, -0.002], [0.006, 0.016, -0.010], [-0.003, 0.007, -0.004], [0.017, -0.001, 0.007], [-0.009, 0.010, -0.003], [-0.062, -0.037, -0.087], [-0.003, 0.007, 0.015], [0.042, 0.026, 0.001], [-0.015, -0.011, 0.007], [-0.037, -0.029, 0.024], [-0.023, 0.005, 0.036], [-0.126, 0.104, 0.039], [-0.025, -0.098, 0.074], [0.005, -0.042, -0.035], [0.271, -0.060, -0.010], [0.011, -0.160, 0.242], [-0.331, 0.189, -0.378], [0.031, -0.002, -0.002], [0.021, 0.026, -0.020], [0.042, -0.013, 0.003], [-0.022, -0.022, -0.001], [0.016, -0.049, 0.016], [-0.066, 0.061, -0.005], [-0.059, -0.052, -0.006], [0.030, 0.060, 0.018], [-0.039, 0.017, -0.030], [0.015, 0.106, -0.022], [0.047, 0.004, -0.050], [-0.044, -0.154, -0.124], [0.034, 0.058, 0.236], [0.038, 0.084, 0.039], [0.105, 0.109, 0.098], [0.014, -0.098, -0.027], [0.001, -0.008, -0.009], [-0.004, 0.005, -0.004], [-0.008, 0.004, 0.007], [-0.009, -0.018, -0.017], [-0.008, -0.004, -0.025], [-0.015, -0.001, -0.024], [0.002, 0.019, 0.022], [0.046, -0.030, -0.008], [-0.040, -0.018, -0.020], [0.008, 0.004, -0.046], [-0.019, -0.002, 0.026]]}



{"formula": "C17H28N2O3", "method": "the ωB97M-V functional and the def2-TZVPD basis", "spin_multiplicity": 1, "total_charge": 0, "smiles": "CCOC(=O)CNC(=O)N(CC)[C@]12C[C@H]3C[C@H](C[C@H](C3)C1)C2", "homo_lumo_gap_ev": 9.09, "symbols": ["C", "C", "O", "C", "O", "C", "N", "C", "O", "N", "C", "C", "C", "C", "C", "C", "C", "C", "C", "C", "C", "C", "H", "H", "H", "H", "H", "H", "H", "H", "H", "H", "H", "H", "H", "H", "H", "H", "H", "H", "H", "H", "H", "H", "H", "H", "H", "H", "H", "H"], "positions_angstrom": [[-2.723761, -3.600329, 0.392091], [-2.537875, -3.242296, 1.868536], [-1.163518, -2.793638, 1.998587], [-0.823044, -2.353177, 3.227056], [-1.582092, -2.301617, 4.195156], [0.628586, -1.845876, 3.415812], [1.236938, -1.275691, 2.182899], [1.183943, 0.073458, 1.877713], [1.049742, 0.850808, 2.805416], [1.602002, 0.520109, 0.637594], [2.941936, 1.213370, 0.651666], [4.020470, 0.142623, 0.391676], [0.602086, 0.912133, -0.406624], [1.203154, 0.666232, -1.826662], [0.231907, 1.121170, -2.936171], [-1.079232, 0.311102, -2.832529], [-1.680213, 0.508315, -1.400692], [-2.030978, 2.015999, -1.246334], [-0.711704, 2.844973, -1.390085], [-0.082569, 2.631080, -2.757305], [0.236970, 2.402065, -0.264537], [-0.672373, 0.110110, -0.315654], [-2.619533, -2.625656, -0.144754], [-3.725853, -4.043619, 0.260499], [-1.961124, -4.294763, 0.024816], [-3.229652, -2.435440, 2.148530], [-2.718982, -4.167995, 2.458720], [1.236276, -2.663029, 3.779297], [0.629851, -1.121811, 4.248281], [1.297349, -1.892893, 1.359139], [3.149679, 1.706550, 1.637273], [2.921161, 2.024411, -0.079129], [4.990071, 0.612445, 0.270720], [3.836532, -0.356687, -0.547638], [4.026059, -0.621048, 1.202164], [1.434569, -0.400287, -2.000898], [2.133280, 1.202077, -1.955588], [0.678709, 0.971918, -3.917541], [-0.892473, -0.768206, -2.947220], [-1.794304, 0.620191, -3.590437], [-2.559756, -0.129509, -1.282230], [-2.721937, 2.329128, -2.026230], [-2.475086, 2.181726, -0.271468], [-0.962235, 3.936585, -1.235496], [-0.762575, 2.988080, -3.571736], [0.846405, 3.220774, -2.783610], [1.167495, 3.019379, -0.306833], [-0.196272, 2.510751, 0.745619], [-0.459732, -0.970267, -0.385542], [-1.118297, 0.256274, 0.643682]], "forces_ev_per_angstrom": [[-0.015, 1.139, 0.150], [-0.130, -1.032, -0.613], [0.036, 0.152, 0.935], [-0.715, 0.803, 2.070], [0.982, -0.507, -2.012], [-0.244, 0.597, -1.208], [-0.659, -0.948, -1.047], [0.843, 0.353, 2.564], [-0.710, 0.382, 0.291], [0.407, -0.215, -1.906], [-0.513, -0.744, 0.827], [-0.284, 0.378, 0.248], [1.159, 0.264, -0.576], [-0.407, -0.295, -0.189], [-0.532, 0.376, 0.379], [0.282, -0.301, 1.199], [0.259, 0.812, -0.762], [0.979, -0.381, -0.361], [-1.254, 0.607, 1.017], [-0.085, -0.226, -0.266], [0.667, 0.222, -0.016], [0.094, -0.910, -0.476], [-0.280, -0.941, -0.101], [0.424, 0.331, -0.140], [-0.151, 0.102, 0.188], [0.322, -0.348, 0.193], [0.278, 0.901, 0.118], [0.169, -0.432, -0.173], [-0.174, -0.056, -0.787], [-0.087, 0.425, 0.837], [-0.514, -0.450, -0.715], [0.174, -0.329, -0.098], [0.372, 0.025, 0.366], [-0.282, -0.268, -0.281], [0.096, 0.634, -0.509], [-0.109, 0.250, 0.404], [0.361, 0.244, 0.106], [0.153, -0.114, -0.053], [0.113, 0.253, -0.238], [-0.126, 0.047, -0.094], [-0.110, 0.162, -0.062], [-0.249, -0.043, -0.015], [-0.165, 0.203, 0.199], [0.257, -1.018, -0.221], [0.518, -0.225, 0.591], [-0.150, -0.144, -0.276], [-0.633, -0.382, 0.105], [0.031, 0.254, -0.422], [0.070, 0.219, -0.068], [-0.469, 0.174, 0.899]]}